62
Properties=species:S:1:pos:R:3 method="wB97M-V/def2-TZVPD" homo_ha=-0.2890 lumo_ev=-0.39 gap_ev=7.48 e_tot_ha=-1398.3620 total_charge=0
O 0.11262 -3.85110 2.52475
O 2.33621 -0.39339 -0.98324
O 2.41631 -2.90951 1.15012
O -1.49115 -0.72178 3.43855
O 0.10679 -1.45306 1.30567
O 3.66286 -0.70777 -3.26085
O 1.15037 0.93742 -2.87464
O 0.14012 -3.04849 -0.92012
O 2.34629 2.98978 1.73417
O 0.66909 4.64616 -0.92521
O 0.04804 2.57121 2.46839
O -3.51345 1.09694 2.28380
O -2.44177 -2.61625 0.95038
O 4.51182 0.02694 1.71754
O 3.78041 3.13257 -1.22405
N -0.52137 0.95033 0.12086
C -2.47137 0.57857 -1.33289
C -2.99150 -0.08434 -2.64484
C -3.27833 1.78289 -0.97243
C -2.95709 -1.59593 -2.40728
C -1.23516 0.32453 -0.92892
H 0.38907 0.59851 0.29349
H -0.65722 -0.46210 -1.47133
H 0.18424 -2.21885 1.92844
H 1.64165 4.77192 -0.79852
H -2.80874 -2.12747 -3.36873
H 3.21647 3.36357 -0.47548
H 1.66813 0.35978 -2.25956
H 0.37517 0.40081 -3.04494
H 0.46921 2.72325 3.33390
H 0.82345 3.89285 -1.55331
H -0.43355 -3.77335 -0.61688
H 3.16116 -3.14842 1.69700
H -4.34602 1.44712 -1.02346
H 1.34627 3.18466 1.78002
H -4.02433 0.21684 -2.84152
H -2.91718 -2.90042 1.73991
H -2.27455 -2.05218 -1.65333
H -2.23709 0.27915 -3.35226
H -0.65742 1.94543 -0.04628
H 0.24149 -3.93352 3.46970
H 4.36686 -0.88717 1.96862
H 2.80440 -1.22047 -3.25199
H 2.54541 2.04965 1.82524
H 1.65619 -3.48195 1.27866
H 2.17972 -1.27796 -0.62546
H -0.59880 -4.38436 2.16531
H -3.97634 -1.65911 -2.04788
H -0.72729 -0.39095 2.87770
H -1.84583 -1.90064 1.16190
H -1.88206 0.16068 3.48157
H 3.34571 2.40154 -1.66605
H 2.95048 -0.06031 -0.32401
H 5.04864 0.01878 0.90739
H -2.74919 1.29548 1.72782
H 0.94837 -1.03905 1.12631
H -2.91029 2.14309 -0.00619
H 3.27256 0.02487 -3.78974
H -4.11032 0.62341 1.69145
H -0.60779 3.28339 2.52522
H -3.10411 2.52612 -1.77321
H -0.14626 -2.44828 -0.20927



15
Properties=species:S:1:pos:R:3 method="wB97M-V/def2-TZVPD" homo_ha=-0.3658 lumo_ev=0.81 smiles=CN[C@H](C#N)CO gap_ev=10.77 e_tot_ha=-341.9363 total_charge=0
O -0.15878 -2.15123 -0.44239
N 0.83630 0.34816 0.19591
N -1.95807 1.70160 1.78277
C -0.85880 -1.38611 0.50212
C 1.31663 0.97421 -1.02930
C -1.35711 0.99484 1.09165
C -0.60640 0.09854 0.19545
H 0.76483 -1.86792 -0.35076
H 1.11273 0.89169 1.00659
H -1.92149 -1.62568 0.40940
H -0.54107 -1.60928 1.53126
H 0.83597 1.93833 -1.25635
H -0.99034 0.27790 -0.81560
H 2.39684 1.12403 -0.95714
H 1.12875 0.29092 -1.86363



39
Properties=species:S:1:pos:R:3 method="wB97M-V/def2-TZVPD" multiplicity=3 homo_ha="-0.3059 / -0.3071" lumo_ev="-1.22 / -1.28" gap_ev="7.11 / 7.08" e_tot_ha=-2136.6990 total_charge=0
V -0.92625 -0.69443 -0.05382
O -2.65346 -0.37291 0.08049
O 0.94189 -0.36235 -0.26335
O -0.54782 -2.47223 0.31358
N 1.92542 -6.28326 1.48024
N 0.52175 1.87341 -0.28813
N -1.52916 -5.42969 -1.27687
N -0.76614 1.36754 -0.15056
N 1.22927 -2.88084 1.66245
C 3.30750 2.41426 -0.53169
C 5.00915 0.24475 -0.88416
C 0.24306 -4.66203 0.41536
C 0.30103 -3.32922 0.79648
C -0.73094 -5.08786 -0.52012
C -5.38939 2.70172 0.15570
C 1.35146 0.87975 -0.35018
C 5.51612 1.53560 -0.88253
C -4.90671 0.33440 0.18009
C 3.65093 0.03273 -0.70736
C -5.81562 1.37658 0.20804
C -1.69771 2.25577 -0.07060
C -3.54814 0.61885 0.09721
C 4.66454 2.61939 -0.70525
C -3.09970 1.94793 0.03880
C 2.79636 1.11742 -0.53287
C 1.17515 -5.57270 0.96832
C -4.04202 2.98221 0.07147
H -1.39638 3.29919 -0.10327
H -6.87286 1.15544 0.27230
H 5.67157 -0.59927 -1.02321
H -6.11183 3.50550 0.17869
H 5.06201 3.62568 -0.70274
H -5.22471 -0.69804 0.22205
H 3.24371 -0.96898 -0.70480
H 6.57708 1.69965 -1.01942
H 1.88469 -3.51865 2.08107
H 2.63290 3.24775 -0.39480
H -3.69822 4.00839 0.02714
H 1.25147 -1.91146 1.91628



57
Properties=species:S:1:pos:R:3 method="wB97M-V/def2-TZVPD" homo_ha=-0.4184 lumo_ev=-3.42 gap_ev=7.97 e_tot_ha=-2622.2958 total_charge=+1
Cl -5.98727 -2.73284 1.92864
Cl -5.36354 -3.79207 -0.72431
P 3.53073 -1.17772 1.03685
Si -1.17629 -1.87377 -0.24943
F 1.94042 0.02210 2.74531
F 2.67424 -1.94075 3.35236
O 3.48077 0.17809 0.26180
O 0.48028 3.78990 0.12690
N 3.74499 2.52051 -0.77579
C 0.87024 -1.86349 1.83217
C 2.23919 4.14543 1.72615
C -2.10545 -3.05036 0.88372
C 2.15806 -1.22506 2.30899
C 2.73600 3.58864 -0.72283
C -6.23292 -4.06403 0.79402
C -1.54537 0.94296 -0.58525
C 3.54626 1.52953 -1.80958
C -2.26753 2.06547 -0.89095
C 1.80252 3.36208 0.48948
C -3.47189 -0.38465 -0.92110
C -3.57913 1.95994 -1.22746
C 3.38682 0.08161 -1.18951
C -4.18624 0.73041 -1.22518
C 0.59841 -1.49754 0.34871
C -2.13853 -0.29991 -0.60646
C -0.97054 -2.72518 -1.93242
H -2.96477 -3.44314 0.33643
H -1.92418 -3.13931 -2.25638
H 1.97345 5.19427 1.58837
H -0.49890 1.05921 -0.32502
H 4.13437 -0.59111 -1.61343
H 1.73606 2.30506 0.74649
H 3.24366 4.54381 -0.57624
H -2.48660 -2.50644 1.74992
H -3.96465 -1.34951 -0.92764
H -5.23219 0.69051 -1.49757
H 2.10556 3.62784 -1.61269
H 2.67356 1.74022 -2.42425
H 4.72884 -1.16476 1.76715
H 4.39617 1.48857 -2.49348
H 0.56444 4.68067 -0.23366
H -7.29093 -4.14832 0.57590
H -0.67389 -1.94462 -2.63921
H 4.68581 2.88110 -0.76909
H -0.17423 -3.47232 -1.93516
H -4.16056 2.82981 -1.49908
H 1.26797 -2.11339 -0.26649
H -1.47323 -3.89601 1.16148
H -5.86696 -4.97956 1.24376
H -1.76630 3.02445 -0.86469
H 3.30039 4.04794 1.95748
H 0.87994 -0.45356 0.18189
H 0.06579 -1.44918 2.44069
H 2.41043 -0.28571 -1.50616
H 0.92545 -2.94456 1.93785
H 1.66318 3.77942 2.57612
H 3.55802 -2.30062 0.20186



44
Properties=species:S:1:pos:R:3 method="wB97M-V/def2-TZVPD" multiplicity=2 homo_ha="-0.5293 / -0.5293" lumo_ev="-8.77 / -10.97" gap_ev="5.64 / 3.43" e_tot_ha=-1975.2873 total_charge=+2
Ca 4.39945 21.07328 -2.14705
O 0.31209 19.34672 -10.35411
O -0.75323 17.25751 -5.88928
O 5.85647 16.81650 -7.05005
O 3.48844 19.78353 -3.92721
O 3.47870 21.86135 -4.33124
O 2.80082 20.42562 -6.02728
O 0.84810 22.82550 -6.59367
N 1.19017 16.33183 -5.44636
N 0.78547 23.36511 -4.47248
N 0.61812 19.39377 -8.12086
N -0.93369 23.88387 -5.85611
N 0.84194 18.23771 -4.65346
N 6.72684 21.22091 -8.44582
N 1.00942 21.08485 -9.19510
N 5.24076 17.99979 -5.24904
N 3.90075 17.96685 -7.01055
C 5.66019 21.19690 -8.85397
C 0.25961 23.36765 -5.69732
C 0.33150 17.31070 -5.31795
C 0.69383 19.84985 -9.31933
C 4.25458 21.15336 -9.27846
C 3.20677 20.66048 -4.74355
C 5.08450 17.55782 -6.47780
H 4.39765 20.95533 -10.34073
H 1.70083 22.95544 -4.35258
H -1.32724 23.80211 -6.78268
H 2.67739 21.31232 -6.37388
H 1.78234 18.18229 -4.28920
H 3.80175 20.33470 -8.71914
H 0.90519 21.52544 -10.09794
H 0.44868 24.04589 -3.80674
H 4.69405 18.64839 -4.70083
H 3.63253 22.01631 -9.04086
H 1.04445 15.70827 -6.22741
H -1.44384 24.46031 -5.20223
H 0.70727 20.05816 -7.36539
H 0.43435 18.40380 -8.04170
H 0.43420 19.15472 -4.76717
H 5.82501 17.46393 -4.62328
H 2.09829 16.30837 -5.00493
H 0.87001 21.57619 -8.32375
H 3.20685 18.57470 -6.59931
H 3.71519 17.53849 -7.90618



57
Properties=species:S:1:pos:R:3 method="wB97M-V/def2-TZVPD" multiplicity=3 homo_ha="-0.6344 / -0.6366" lumo_ev="-11.15 / -10.95" gap_ev="6.11 / 6.37" e_tot_ha=-1410.4863 total_charge=+3
Mo 0.38016 -0.41435 0.37634
O 0.53799 1.35375 1.55223
O 1.94366 -0.43052 2.93550
O -2.78560 2.94098 -4.30903
O 1.03392 -1.90616 -0.99468
O -0.22577 0.71074 -1.02149
O -1.49902 -0.86203 0.55509
O 0.58641 -2.16707 1.54249
O 2.28024 0.21611 -0.07432
C 1.40736 -3.19484 -0.41010
C -3.85877 1.51499 -2.86005
C -2.61415 -0.54397 -0.06242
C 3.07625 -0.56268 -1.02169
C 1.60762 0.75769 3.65160
C 1.57865 2.21727 0.98957
C 2.80499 1.40557 0.60560
C -3.82738 0.65625 -1.81843
C 0.41724 -2.25225 2.99890
C -1.42582 1.85658 -2.65871
C -1.65848 3.66377 -4.85547
C 1.68907 -1.67974 3.57642
C 2.06326 -1.32192 -1.86239
C -2.60703 0.34621 -1.12827
C -2.65535 2.13710 -3.29785
C -1.41509 0.97985 -1.60425
C -3.82371 -1.23514 0.46418
C 0.49610 -3.39747 0.76462
C 0.38909 1.38275 3.00813
H -0.97159 2.96097 -5.32433
H 0.24217 -3.29188 3.26874
H 1.40987 0.56065 4.70667
H 3.42467 1.96161 -0.09782
H -0.46902 -1.66559 3.24358
H 2.45077 -3.14606 -0.09525
H 3.75194 -1.19554 -0.44588
H -2.08659 4.32492 -5.59970
H 1.52109 -0.65859 -2.53198
H -0.54676 -3.53921 0.47720
H -3.59638 -1.70521 1.41661
H 0.83135 -4.23599 1.37368
H 0.23247 2.41864 3.30889
H -4.65566 -0.54485 0.59448
H 2.53830 -2.32968 3.36497
H 3.39775 1.05534 1.44802
H -4.77253 1.75454 -3.38507
H 1.27628 -3.96595 -1.16893
H 1.83311 2.98787 1.71626
H 2.47016 1.42468 3.60545
H 1.12694 2.68333 0.11621
H 1.60385 -1.57515 4.65937
H -1.17684 4.24654 -4.07202
H -4.74392 0.18355 -1.49543
H -0.52535 0.82186 3.19835
H 2.53134 -2.11958 -2.43838
H 3.65340 0.11971 -1.64592
H -4.14288 -2.00644 -0.24185
H -0.50377 2.30403 -2.99747